Density functional theory data (ωB97M-V with the def2-TZVPD basis set) for C64H76AgCl3F3N10O2 as an isolated structure at a distorted geometry.

Properties
total charge: +7
frontier orbital gap: 4.75 eV
ΔE to the lowest compared entry with this formula, charge and spin: 0.0 kJ/mol
highest occupied orbital energy: -18.8 eV

Cartesian coordinates (Å):
Ag: 3.459 26.842 11.071
C: 3.837 23.462 9.747
O: 3.261 22.682 10.823
O: 4.494 24.564 10.316
C: 4.568 22.444 8.775
F: 4.114 21.148 9.007
F: 4.415 22.698 7.466
F: 5.839 22.297 8.980
C: 1.899 22.969 11.150
C: 0.874 22.247 10.238
H: -0.172 22.413 10.496
H: 0.985 22.768 9.287
H: 1.038 21.175 10.131
H: 1.558 24.004 11.186
H: 1.824 22.494 12.128
H: 3.069 23.934 9.133
C: 1.026 31.731 9.709
N: 0.270 30.503 10.175
C: 0.617 29.826 11.287
C: 0.036 28.638 11.684
C: -1.023 28.182 10.867
C: -1.494 28.949 9.727
C: -0.759 30.081 9.375
C: -1.705 26.907 11.202
C: -3.119 26.706 10.984
C: -3.805 25.487 11.296
N: -3.107 24.432 11.780
C: -1.746 24.585 11.978
C: -1.058 25.722 11.619
C: -3.762 23.145 11.946
H: 1.626 32.164 10.509
H: 0.369 32.546 9.404
H: 1.723 31.492 8.907
H: 1.462 30.220 11.832
H: 0.251 28.032 12.551
H: -2.346 28.610 9.155
H: -1.101 30.778 8.624
H: -3.712 27.497 10.550
H: -4.836 25.254 11.075
H: -1.214 23.698 12.289
H: -0.014 25.664 11.890
H: -3.985 22.969 12.998
H: -3.101 22.411 11.484
H: -4.662 23.038 11.340
C: 13.269 21.876 5.060
N: 11.999 22.549 5.351
C: 11.549 23.484 4.517
C: 10.256 23.981 4.687
C: 9.499 23.683 5.849
C: 10.043 22.720 6.721
C: 11.330 22.178 6.472
C: 8.216 24.227 6.142
C: 7.957 24.647 7.435
C: 6.784 25.309 7.786
N: 5.831 25.444 6.864
C: 5.971 25.087 5.505
C: 7.197 24.452 5.150
C: 4.605 26.122 7.204
H: 14.007 22.202 5.792
H: 13.617 22.392 4.165
H: 13.257 20.803 4.871
H: 12.159 23.669 3.645
H: 9.992 24.671 3.900
H: 9.492 22.444 7.608
H: 11.712 21.395 7.110
H: 8.702 24.527 8.207
H: 6.634 25.796 8.738
H: 5.238 25.255 4.730
H: 7.388 24.279 4.101
H: 4.390 26.909 6.481
H: 4.550 26.572 8.196
H: 3.849 25.337 7.208
C: 0.884 26.508 19.498
N: 1.888 27.295 18.741
C: 2.497 26.782 17.662
C: 3.223 27.662 16.821
C: 3.510 28.957 17.292
C: 2.904 29.435 18.441
C: 2.103 28.577 19.148
C: 4.438 29.804 16.489
C: 5.734 29.403 16.245
C: 6.529 30.077 15.347
N: 6.063 31.150 14.752
C: 4.848 31.682 14.963
C: 4.001 30.980 15.839
C: 6.969 31.796 13.787
H: 0.188 26.020 18.816
H: 0.303 27.133 20.176
H: 1.513 25.894 20.143
H: 2.282 25.766 17.365
H: 3.614 27.211 15.921
H: 3.132 30.393 18.884
H: 1.584 28.861 20.051
H: 6.153 28.432 16.468
H: 7.477 29.698 14.995
H: 4.603 32.580 14.415
H: 2.978 31.251 16.054
H: 6.809 31.158 12.918
H: 7.936 31.846 14.287
H: 6.603 32.816 13.665
C: 5.027 35.800 3.919
N: 5.785 34.893 4.826
C: 5.813 33.508 4.598
C: 6.340 32.668 5.610
C: 6.988 33.311 6.697
C: 7.082 34.721 6.801
C: 6.491 35.491 5.791
C: 7.706 32.475 7.708
C: 7.007 31.382 8.255
C: 7.649 30.372 8.938
N: 8.975 30.437 9.033
C: 9.690 31.579 8.732
C: 9.041 32.648 8.123
C: 9.630 29.154 9.402
H: 4.459 35.205 3.205
H: 5.806 36.400 3.449
H: 4.407 36.465 4.522
H: 5.336 33.098 3.720
H: 6.282 31.598 5.483
H: 7.513 35.112 7.711
H: 6.442 36.564 5.903
H: 5.981 31.207 7.965
H: 7.061 29.528 9.267
H: 10.739 31.598 8.990
H: 9.610 33.549 7.946
H: 9.465 28.434 8.601
H: 9.310 28.871 10.405
H: 10.684 29.274 9.655
C: 8.116 26.349 11.287
N: 7.364 25.305 11.996
C: 6.455 25.656 12.940
C: 5.770 24.669 13.700
C: 5.862 23.342 13.320
C: 6.730 22.982 12.241
C: 7.508 24.024 11.628
C: 5.130 22.356 14.099
C: 5.629 21.080 14.406
C: 4.860 20.190 15.203
N: 3.703 20.629 15.795
C: 3.171 21.838 15.424
C: 3.853 22.698 14.557
C: 3.000 19.759 16.805
H: 8.419 25.927 10.329
H: 8.971 26.587 11.920
H: 7.497 27.244 11.225
H: 6.378 26.727 13.052
H: 5.146 25.025 14.506
H: 6.838 21.939 11.979
H: 8.328 23.916 10.933
H: 6.600 20.762 14.056
H: 5.239 19.202 15.419
H: 2.183 22.055 15.803
H: 3.382 23.631 14.284
H: 2.463 20.362 17.537
H: 3.842 19.206 17.220
H: 2.397 19.145 16.136
Cl: 2.209 26.254 13.557
Cl: 5.226 29.020 11.456
Cl: 1.507 26.882 8.785